# 1
C4H11N2O2 | ωB97M-V/def2-TZVPD

Computed properties:
- LUMO energy: -3.188 eV
- Calculated total energy: -418.7580 a.u.
- Relative energy (zero: lowest compared OMol25 entry of this formula, charge and spin): 109.9 kJ/mol
- Maximum force: 2.287 eV Å⁻¹
- Total charge: +1

```
19
Properties=species:S:1:pos:R:3:forces:R:3
C -0.25938 -1.67865 -1.15932 0.987 -1.050 -0.559
C -0.68304 -0.43372 -0.49948 -0.368 -0.055 -0.676
C -1.11045 0.72009 -1.05983 -1.628 -0.257 -0.289
N -1.36151 1.65522 -0.06873 0.755 -2.149 0.209
C -0.99307 1.05061 1.09007 -1.167 0.875 -0.147
N -0.67741 -0.20969 0.85304 0.001 0.892 0.138
H -0.81998 -1.92467 -2.06106 -0.742 -0.096 0.484
H -0.16693 -2.52403 -0.47283 -0.624 0.021 -0.082
H 0.73447 -1.68023 -1.62537 0.251 0.833 0.504
H -1.46713 0.86085 -2.06262 0.291 0.204 -0.186
H -2.21193 2.18500 -0.12611 0.186 1.064 0.113
H -1.01901 1.58400 2.02502 -0.119 -0.438 0.255
H -0.45000 -0.85477 1.60020 0.598 0.052 -0.207
H 2.17068 1.07915 -0.26930 -0.155 0.055 0.245
H 1.73737 1.48096 -1.60242 -0.427 0.121 -0.264
O 1.34763 1.21126 -0.76065 1.685 0.208 0.067
H 1.91153 -0.11234 1.88059 -0.083 0.299 0.195
H 1.92278 -1.59139 2.03459 -0.179 -0.106 0.384
O 1.39539 -0.81765 2.28418 0.739 -0.473 -0.184
```
Positions in Å, forces in eV/Å.

=====

# 2
C8H9Br9Cl6O3 | ωB97M-V/def2-TZVPD

Computed properties:
- LUMO energy: -0.606 eV
- Calculated total energy: -26463.1807 a.u.
- Relative energy (zero: lowest compared OMol25 entry of this formula, charge and spin): 23.3 kJ/mol
- Maximum force: 1.728 eV Å⁻¹
- Total charge: 0

```
35
Properties=species:S:1:pos:R:3:forces:R:3
C 3.54703 1.90221 -1.97348 0.001 -0.347 0.800
Br 2.85887 0.56997 -3.23596 0.403 0.665 0.701
Br 5.19609 1.33995 -1.04251 -0.825 0.137 -0.629
Br 2.20646 2.41781 -0.61484 0.420 -0.250 -0.586
H 3.77676 2.82321 -2.48981 0.007 -0.170 -0.214
C 3.72024 -1.72254 2.79693 0.716 0.097 -0.381
Br 4.89895 -0.18481 3.16781 -0.610 -0.640 0.091
Br 4.45325 -3.37723 3.53503 -0.295 0.631 -0.281
Br 3.44783 -1.82200 0.87839 0.252 -0.247 0.374
H 2.74098 -1.56542 3.22808 0.169 0.132 0.219
C -4.30378 2.41131 -2.41019 -0.592 -0.275 -0.437
Br -4.30987 2.33001 -4.37271 -0.078 0.161 0.784
Br -3.91397 0.63306 -1.70763 -0.211 0.578 -0.036
Br -5.98698 3.15354 -1.68933 0.883 -0.455 -0.388
H -3.50900 3.08383 -2.12076 -0.020 -0.062 0.049
C -1.73647 -2.27410 -3.58248 0.215 0.037 -0.703
Cl -0.09984 -1.58103 -3.58055 -0.146 0.173 0.276
Cl -1.61681 -4.01342 -3.63612 -0.139 -0.275 0.061
Cl -2.61635 -1.67417 -5.01880 0.034 -0.017 0.505
H -2.25169 -1.97571 -2.67690 -0.038 0.081 -0.088
C -0.33427 2.10814 4.99888 1.054 0.216 -0.116
Cl -1.10094 3.69504 5.13895 0.114 -0.520 0.168
Cl 1.30879 2.08295 5.71138 -0.234 0.275 -0.080
Cl -0.18461 1.67422 3.27290 -0.273 -0.107 0.426
H -0.82907 1.34074 5.57955 -0.613 0.131 -0.412
C -1.13521 -0.37602 0.43285 0.557 -0.088 -0.406
C 0.33097 -0.71039 0.18215 0.754 1.203 0.985
O 0.38883 -2.10339 0.00924 -0.793 -0.560 -0.448
C -0.88994 -2.58468 -0.11262 0.980 -0.321 0.416
O -1.17774 -3.71656 -0.32836 0.106 0.180 -0.145
O -1.76748 -1.60814 0.12062 -1.201 0.272 -0.394
H -1.39693 0.40330 -0.28075 -0.595 -0.064 0.217
H -1.40849 -0.11389 1.45280 0.140 0.101 -0.045
H 0.96331 -0.42622 1.02629 -0.064 -0.155 0.042
H 0.73106 -0.13957 -0.65804 -0.080 -0.518 -0.327
```
Positions in Å, forces in eV/Å.

=====

# 3
C3H6N4O | ωB97M-V/def2-TZVPD

Computed properties:
- LUMO energy: 0.726 eV
- SMILES: [H]/N=C(N)\N=C/NC=O
- Calculated total energy: -412.1850 a.u.
- Relative energy (zero: lowest compared OMol25 entry of this formula, charge and spin): 62.8 kJ/mol
- Maximum force: 2.740 eV Å⁻¹
- Total charge: 0

```
14
Properties=species:S:1:pos:R:3:forces:R:3
H 2.61786 0.86860 1.37633 -0.048 -1.239 0.065
N 2.52790 -0.12887 1.05901 -0.496 1.812 -0.991
C 1.75851 -0.06096 0.02852 0.429 -0.648 1.172
N 1.41742 -1.19853 -0.67374 0.004 -0.638 -1.116
N 1.07177 1.09032 -0.41066 1.802 0.064 0.009
C -0.17158 1.04925 -0.37350 -2.190 1.515 -0.646
N -1.00875 0.03957 -0.02737 -1.176 -0.867 0.622
C -2.37225 0.20614 0.16180 -0.129 -0.477 -0.282
O -3.11704 -0.72865 0.33680 0.335 0.543 0.079
H 1.94947 -2.03973 -0.43844 -0.146 0.635 -0.263
H 1.22993 -1.04615 -1.68042 0.280 -0.332 1.087
H -0.78573 1.92723 -0.69219 0.827 -0.337 0.297
H -0.71360 -0.91715 0.09464 0.507 -0.054 -0.024
H -2.70811 1.25240 0.11397 0.004 0.024 -0.008
```
Positions in Å, forces in eV/Å.

=====

# 4
C40H61CsN19O2 | ωB97M-V/def2-TZVPD

Computed properties:
- LUMO energy: 1.694 eV
- Calculated total energy: -2771.6283 a.u.
- Maximum force: 4.706 eV Å⁻¹
- Total charge: -1

```
123
Properties=species:S:1:pos:R:3:forces:R:3
Cs -16.16684 -11.88087 5.89655 0.825 -0.132 0.566
O -17.70419 -11.91857 3.84905 -1.474 0.299 0.078
C -19.01254 -11.53570 4.24856 0.946 -0.388 -0.130
C -19.44908 -11.94203 5.70018 1.381 -0.491 -1.231
O -18.77533 -11.33146 6.71206 0.069 0.780 0.819
H -19.74799 -11.95054 3.54069 -0.304 -0.193 -0.052
H -19.17605 -10.43991 4.17873 0.107 0.119 0.091
H -19.25164 -13.04976 5.77411 -0.488 0.069 -0.278
H -20.52038 -11.77363 5.68913 -0.984 -0.022 0.280
C -25.86528 -11.82658 7.16694 0.159 0.605 0.798
C -24.76830 -11.24182 7.98391 -0.197 0.640 -0.451
N -24.01046 -10.65175 8.62604 -0.630 -0.640 -0.470
H -25.74233 -12.87358 7.03155 0.569 -0.875 -0.347
H -26.03669 -11.33560 6.19975 0.326 0.028 0.480
H -26.74372 -11.76141 7.79842 -0.389 0.336 -0.067
C -22.72900 -13.23162 3.26842 -0.851 -1.086 0.395
C -23.27997 -13.80823 4.53510 2.137 2.015 -3.676
N -23.62763 -14.24602 5.50854 -1.294 -1.387 3.080
H -21.82953 -12.63137 3.38430 -0.265 0.276 0.351
H -23.55254 -12.72398 2.77647 0.200 0.470 -0.049
H -22.47453 -14.07097 2.62458 0.046 -0.116 -0.032
C -12.89177 -10.83221 9.26174 1.866 1.237 0.222
C -13.13817 -12.18225 8.85759 -1.059 -0.948 -0.011
N -13.52037 -13.20871 8.49711 0.451 0.348 0.091
H -12.86206 -10.60847 10.31950 -0.180 -0.760 0.493
H -13.64662 -10.16792 8.90171 -0.527 0.345 -0.666
H -11.89299 -10.49406 8.90832 -0.668 -0.202 -0.130
C -23.25982 -5.69404 6.27543 -1.122 0.559 -0.766
C -23.70646 -4.47247 6.93610 0.526 -1.440 -0.178
N -24.01419 -3.54523 7.51537 -0.506 1.366 0.649
H -23.74539 -5.68905 5.28663 -0.025 -0.483 0.361
H -23.49836 -6.58888 6.85195 0.042 0.148 -0.169
H -22.22452 -5.59452 6.06280 1.110 -0.221 0.066
C -17.23575 -13.78132 1.33714 -1.359 0.358 0.305
C -18.01524 -13.25693 0.23639 0.562 -0.114 -0.150
N -18.58032 -12.75698 -0.62492 -0.400 0.117 -0.418
H -17.67198 -14.68711 1.71362 -0.301 -0.462 0.203
H -17.30584 -13.02458 2.10858 0.054 0.277 0.825
H -16.22962 -13.97776 1.11632 1.363 -0.117 -0.628
C -19.11201 -18.64580 0.28664 0.673 -1.326 -0.729
C -18.40451 -18.50904 1.52977 0.160 -0.117 -0.016
N -17.87107 -18.58650 2.53791 0.288 0.269 0.441
H -19.02378 -19.70662 -0.00054 -0.122 0.282 0.100
H -18.73659 -18.08919 -0.55364 0.351 0.548 0.003
H -20.12980 -18.43053 0.42751 -1.416 0.436 0.206
C -16.84222 -17.13591 5.31050 1.682 1.353 -1.074
C -16.37367 -15.86350 4.66189 0.547 0.331 -0.055
N -15.89651 -14.91429 4.19423 -0.750 -1.146 0.586
H -17.28809 -16.88824 6.24513 -0.565 -0.055 0.672
H -15.92299 -17.71197 5.45833 -0.280 -0.092 0.145
H -17.46371 -17.64794 4.60694 -0.563 -0.399 -0.129
C -21.27024 -9.13952 7.24130 0.357 -0.679 0.242
C -22.06919 -9.23739 6.04224 -0.470 -0.541 -2.193
N -22.59636 -9.37519 5.01439 0.351 0.320 1.486
H -20.30195 -9.72281 7.08098 -0.819 0.852 0.130
H -21.83052 -9.65846 8.02491 0.121 0.234 0.128
H -21.18701 -8.07287 7.48689 0.458 -0.381 0.074
C -19.79373 -15.11024 4.16241 1.503 0.148 -1.883
C -20.41720 -15.78648 2.96375 1.446 1.031 3.083
N -21.12565 -16.18815 2.17420 -0.841 -0.886 -1.725
H -19.07213 -14.33568 3.78108 -0.738 -0.390 0.267
H -19.15441 -15.71678 4.83708 -1.043 -0.089 -0.482
H -20.60858 -14.60459 4.63954 -0.231 0.149 0.676
C -18.12508 -13.90921 8.24995 -0.313 0.658 -0.562
C -19.02937 -15.03951 8.03958 1.688 2.089 0.515
N -19.70680 -15.93832 7.92043 -1.361 -1.796 -0.419
H -17.12425 -14.18604 7.91492 -0.027 -0.021 -0.086
H -18.04696 -13.67485 9.30776 -0.143 -0.064 0.166
H -18.47744 -12.96288 7.70692 0.377 -0.707 0.401
C -24.52667 -9.01824 1.51950 -0.946 -0.896 -0.117
C -25.40195 -7.98140 2.04081 2.050 -1.664 -0.821
N -26.19885 -7.24952 2.35802 -1.788 1.910 0.917
H -23.46123 -8.92394 1.56801 0.393 0.406 0.382
H -24.80957 -9.17775 0.49475 0.043 0.204 -0.724
H -24.83141 -9.96167 1.96966 0.288 -0.013 0.420
C -17.67935 -8.04552 7.30661 -0.673 0.171 -0.171
C -16.37051 -8.36610 7.78281 0.882 -0.444 0.176
N -15.31851 -8.71177 8.09024 -0.011 0.086 0.072
H -18.26560 -8.95517 7.29242 -0.129 -0.545 -0.281
H -17.60182 -7.67340 6.27950 -0.335 0.229 0.357
H -18.20288 -7.37999 7.99328 0.172 0.358 -0.304
C -22.70910 -17.17857 7.98139 1.152 1.613 0.913
C -23.43483 -18.42960 8.03993 0.909 0.113 -0.485
N -23.79102 -19.51583 8.10114 -0.597 -0.359 0.070
H -23.16695 -16.34377 7.44323 -0.332 -0.513 -0.314
H -21.63984 -17.23521 7.61904 -1.318 -0.432 0.366
H -22.64582 -16.77654 9.02197 0.104 -0.426 -0.587
C -16.66097 -9.19475 3.34959 0.673 0.748 0.515
C -17.25026 -8.52280 2.21871 -1.156 0.137 -0.129
N -17.82208 -7.97411 1.38025 0.481 -0.176 0.081
H -16.98996 -8.74923 4.30219 0.324 0.319 -0.464
H -15.58595 -9.17061 3.20392 0.327 0.243 0.409
H -16.92282 -10.23018 3.46950 -0.789 -1.217 -0.555
C -20.31715 -10.18599 -1.48066 1.266 -0.709 0.480
C -20.98620 -10.37184 -0.15170 0.506 -0.094 -1.379
N -21.47729 -10.43699 0.88512 -0.050 -0.087 -0.239
H -20.45410 -10.94333 -2.28773 -0.201 0.123 1.256
H -19.21456 -10.08879 -1.30953 -0.933 -0.352 0.051
H -20.59738 -9.25794 -1.90943 -0.608 1.034 -0.171
C -20.93914 -7.62744 2.60611 -1.817 -0.999 -2.114
C -20.32477 -7.37161 3.83131 0.236 -0.319 1.445
N -19.92639 -7.17484 4.88328 0.614 0.351 0.777
H -22.02979 -7.40086 2.67859 0.840 0.332 -0.097
H -20.95115 -8.68661 2.27557 0.500 0.443 0.604
H -20.41476 -7.06681 1.84546 -0.205 0.260 -0.420
C -13.91156 -7.75569 -0.10813 -0.052 -0.831 -0.578
C -12.93781 -7.72590 0.93459 1.747 -0.548 2.386
N -12.21087 -7.78924 1.83797 -0.890 0.259 -1.332
H -13.54155 -8.40029 -0.93194 -0.632 -0.119 0.670
H -13.91862 -6.79450 -0.54522 -0.530 1.262 -0.418
H -14.88096 -8.01774 0.34911 0.277 -0.029 -0.712
C -21.40131 -12.51274 8.61171 0.506 -1.310 0.986
C -21.07683 -12.01746 9.97369 0.678 0.877 0.016
N -20.82299 -11.56997 11.01408 -0.317 -0.698 -1.214
H -20.58218 -12.62446 7.88337 -0.063 0.925 0.566
H -22.25476 -11.99218 8.23586 -0.227 0.395 -0.352
H -21.69684 -13.54549 8.78101 -0.385 -0.258 -0.062
C -17.72537 -9.99802 10.44744 -0.753 1.143 0.535
C -16.46447 -10.13704 11.17671 0.216 -0.437 -0.239
N -15.49933 -10.34606 11.76987 -0.329 0.261 -0.264
H -17.73723 -10.36337 9.41959 0.319 -0.072 0.128
H -18.06817 -8.93565 10.46670 0.531 -0.617 -0.207
H -18.50907 -10.49619 11.01464 -0.004 -0.365 -0.053
```
Positions in Å, forces in eV/Å.

=====

Question: Look up the LUMO energy of the second one.
Answer: -0.606 eV

=====

Question: Which of these has the lowest total charge?
Answer: C40H61CsN19O2